A molecular structure, C50H61As3F6N3SSbSi3Tl. Source: the Open Molecules 2025 dataset; level of theory: ωB97M-V/def2-TZVPD.

Structure (XYZ):
```
129
Properties=species:S:1:pos:R:3:lowdin_charge:R:1
Tl -0.467 1.053 -0.784 0.60
C -1.822 0.932 -4.614 -0.09
C -2.489 -0.076 -3.726 -0.47
C -2.943 -1.299 -4.215 -0.08
C -3.492 -2.211 -3.337 -0.07
C -3.658 -1.855 -2.005 -0.16
C -3.250 -0.589 -1.605 -0.49
N -2.639 0.251 -2.444 -0.02
Sb -4.313 0.132 0.170 1.46
C -4.798 2.007 -0.815 -0.44
C -6.092 2.444 -1.062 -0.13
C -6.265 3.703 -1.625 -0.09
C -5.150 4.462 -1.926 -0.04
C -3.878 3.950 -1.650 -0.32
C -2.636 4.737 -1.949 -0.02
N -3.726 2.752 -1.094 0.09
C -3.383 1.433 1.639 -0.49
C -4.320 1.939 2.527 -0.16
C -3.886 2.818 3.506 -0.08
C -2.544 3.132 3.570 -0.03
C -1.666 2.566 2.648 -0.32
C -0.201 2.832 2.725 -0.02
N -2.099 1.748 1.687 0.03
H -1.277 0.437 -5.416 0.06
H -1.115 1.522 -4.030 0.03
H -2.567 1.608 -5.042 0.08
H -2.815 -1.542 -5.262 0.11
H -3.803 -3.188 -3.685 0.10
H -4.102 -2.538 -1.291 0.08
H -6.939 1.818 -0.811 0.08
H -7.260 4.085 -1.825 0.10
H -5.247 5.451 -2.358 0.11
H -2.497 5.538 -1.220 0.08
H -2.689 5.191 -2.939 0.08
H -1.757 4.096 -1.896 0.06
H -5.363 1.646 2.462 0.08
H -4.586 3.233 4.222 0.10
H -2.164 3.807 4.326 0.11
H 0.166 2.599 3.723 0.08
H 0.010 3.880 2.528 0.06
H 0.334 2.218 2.005 0.05
S 0.003 -1.106 -3.297 0.58
C 1.515 -1.961 -3.545 -0.70
C 1.987 -2.260 -4.834 -0.15
C 3.101 -3.063 -5.023 -0.12
C 3.773 -3.610 -3.934 -0.12
C 3.335 -3.308 -2.651 -0.13
C 2.248 -2.470 -2.452 -0.41
As 1.499 -1.943 -0.725 1.21
C 3.122 -2.234 0.352 -0.39
C 3.081 -2.855 1.600 -0.16
C 4.230 -2.998 2.364 -0.11
C 5.439 -2.503 1.899 -0.11
C 5.483 -1.840 0.679 -0.10
C 4.332 -1.700 -0.084 -0.13
C 0.600 -3.672 -0.468 -0.40
C -0.745 -3.726 -0.823 -0.15
C -1.456 -4.913 -0.737 -0.11
C -0.832 -6.067 -0.279 -0.11
C 0.512 -6.025 0.064 -0.10
C 1.226 -4.839 -0.046 -0.11
H 1.441 -1.866 -5.682 0.09
H 3.441 -3.281 -6.031 0.09
H 4.627 -4.261 -4.081 0.08
H 3.867 -3.715 -1.799 0.09
H 2.128 -3.210 1.979 0.05
H 4.177 -3.485 3.331 0.09
H 6.340 -2.613 2.492 0.09
H 6.416 -1.421 0.320 0.09
H 4.376 -1.173 -1.030 0.10
H -1.235 -2.823 -1.175 0.06
H -2.503 -4.938 -1.014 0.09
H -1.390 -6.992 -0.195 0.09
H 1.009 -6.922 0.417 0.09
H 2.280 -4.833 0.202 0.09
C -1.751 -4.056 4.713 -0.25
Si -2.217 -2.705 3.453 0.10
C -3.394 -3.581 2.237 -0.25
C -3.351 -1.569 4.482 -0.24
As -0.525 -1.736 2.249 0.66
Si 0.829 -1.256 4.046 0.12
C 2.346 -0.237 3.503 -0.23
C 1.572 -2.786 4.911 -0.24
C 0.038 -0.311 5.501 -0.25
H -2.635 -4.629 5.010 0.01
H -1.318 -3.614 5.615 0.00
H -1.011 -4.746 4.299 0.02
H -3.909 -4.423 2.709 0.01
H -2.829 -3.963 1.382 -0.01
H -4.153 -2.889 1.857 -0.01
H -3.940 -2.146 5.204 0.01
H -4.040 -1.015 3.839 0.00
H -2.761 -0.833 5.033 0.00
H 3.272 -0.784 3.692 0.01
H 2.401 0.714 4.036 0.01
H 2.316 -0.020 2.432 0.01
H 1.864 -3.546 4.181 0.00
H 0.842 -3.246 5.580 -0.01
H 2.456 -2.518 5.500 0.02
H -0.638 0.468 5.138 0.00
H 0.794 0.159 6.139 0.01
H -0.555 -0.991 6.121 0.01
F 0.481 4.282 -0.240 -0.30
As 0.941 5.941 0.122 0.71
F 2.363 5.764 -0.849 -0.25
F 0.054 6.463 -1.283 -0.26
F 1.369 7.587 0.478 -0.27
F -0.504 6.116 1.077 -0.26
F 1.823 5.392 1.509 -0.26
C 1.317 4.153 -3.412 -0.22
Si 1.683 2.323 -3.118 0.62
C 2.226 1.750 -4.835 -0.23
C 3.193 2.245 -1.980 -0.29
C 3.077 2.414 -0.596 -0.12
C 4.194 2.515 0.219 -0.07
C 5.462 2.444 -0.338 -0.10
C 5.604 2.240 -1.702 -0.11
C 4.480 2.136 -2.513 -0.11
H 2.270 4.662 -3.589 0.04
H 0.831 4.647 -2.576 -0.03
H 0.685 4.275 -4.297 0.02
H 2.992 2.438 -5.219 0.03
H 1.381 1.766 -5.526 0.02
H 2.620 0.739 -4.821 0.01
H 2.097 2.525 -0.145 0.04
H 4.072 2.658 1.286 0.11
H 6.337 2.540 0.294 0.09
H 6.593 2.165 -2.141 0.09
H 4.612 1.987 -3.578 0.09
```

The maximum force is 0.85 eV Å⁻¹. Its spin multiplicity is 2. Its LUMO energy (spin up / spin down) is 3.796 / 3.358 eV. The charge is -2. The expectation value of S² is 0.75. As for the HOMO-LUMO gap (spin up / spin down): 5.320 / 4.879 eV.

2 unconnected molecules or ions with the total composition C4H6O. Source: the Open Molecules 2025 dataset; level of theory: ωB97M-V/def2-TZVPD.

Structure (XYZ):
```
11
Properties=species:S:1:pos:R:3:lowdin_charge:R:1
C 1.854 -1.325 -0.631 0.06
C 1.619 -0.456 0.153 -0.23
C 1.150 0.663 0.957 -0.11
H 2.194 -2.190 -1.254 0.04
H 0.203 1.064 0.480 0.07
H 0.925 0.187 1.897 0.07
H 1.821 1.498 1.119 0.07
C -2.468 0.164 -0.646 -0.11
O -1.684 1.067 -0.510 -0.01
H -2.257 -0.846 -0.321 0.08
H -3.357 0.173 -1.244 0.07
```

The maximum force is 2.75 eV Å⁻¹. Its spin multiplicity is 1. Its LUMO energy is 0.641 eV. The charge is 0. As for the HOMO-LUMO gap: 10.350 eV. As for the structure (SMILES): C#CC.C=O.

Q: maximum force of number 2 (C4H6O)?
A: 2.75 eV Å⁻¹

Q: charge of number 2 (C4H6O)?
A: 0

Q: What is the maximum force in the second record?
A: 2.75 eV Å⁻¹

Q: maximum force of number 2 (C4H6O)?
A: 2.75 eV Å⁻¹